Entry i
Molecular formula: C4H9NS
Method: DFT, ωB97M-V with the def2-TZVPD basis set

Output
* HOMO-LUMO gap (alpha / beta): 8.1 / 8.1 eV
* LUMO level (alpha / beta): -0.50 / -0.50 eV
* net charge: 0

XYZ file:
```
15
C4H9NS (ωB97M-V with the def2-TZVPD basis set)
C 1.9159 -1.2849 -2.0088
C 2.0736 -0.3273 -1.1244
C -1.1760 0.7030 2.0301
C -0.5306 -0.0782 0.9090
N 2.9545 0.2882 1.2813
S 3.1052 0.5903 -0.2639
H 2.7728 -1.9632 -2.2511
H 1.0928 -1.5946 -2.4671
H -1.5571 0.1073 2.8343
H -2.1588 1.2649 1.7293
H -0.4224 1.5112 2.3410
H 0.1951 -0.7745 1.3570
H -1.1683 -0.8512 0.4500
H -0.0296 0.5040 -0.0094
H 2.6490 -0.6589 1.5432
```

***

Entry ii
Molecular formula: C4H9NS
Method: DFT, ωB97M-V with the def2-TZVPD basis set

Output
* HOMO-LUMO gap: 8.9 eV
* LUMO level: 0.71 eV
* net charge: 0

XYZ file:
```
15
C4H9NS (ωB97M-V with the def2-TZVPD basis set)
C -1.3466 0.8878 0.9788
C -0.9272 0.0083 -0.1283
C -1.0137 -1.4610 0.1360
C -0.4133 0.2798 -1.3055
N 0.1514 0.2324 -2.3994
H -1.7774 0.2045 1.7804
H -2.2284 1.6288 0.6110
H -0.6496 1.6109 1.3714
H -0.8265 -1.7135 1.1792
H -0.4571 -2.0551 -0.6703
H -1.9745 -1.8479 -0.0798
H -0.3988 0.5091 -3.2507
S 4.2303 0.0585 0.8451
H 3.0376 0.2155 0.3241
H 4.5940 1.4420 0.6079
```

***

Entry iii
Molecular formula: C4H9NS
Method: DFT, ωB97M-V with the def2-TZVPD basis set

Output
* HOMO-LUMO gap: 10.1 eV
* LUMO level: 0.88 eV
* net charge: 0

XYZ file:
```
15
C4H9NS (ωB97M-V with the def2-TZVPD basis set)
C 0.8347 1.6694 -0.0144
C 0.7194 0.1509 0.0891
C -0.5434 -0.4417 0.7733
S -2.0589 -0.0384 -0.1325
C 1.9632 -0.6574 0.3657
N 1.3938 -0.6253 -0.9537
H -0.0860 2.0417 -0.5929
H 0.8923 2.2045 0.9336
H 1.7855 1.8560 -0.5609
H -0.4195 -1.5497 0.9736
H -0.5781 0.0637 1.7684
H -1.8171 -0.6438 -1.2965
H 1.7606 -1.5988 0.8757
H 2.9508 -0.2330 0.4730
H 0.8538 -1.4755 -1.0604
```

***

It turns out entry iii is the most stable, with the second structure 1.133 eV higher.

***

Entry i
Molecular formula: C4H9NS
Method: DFT, ωB97M-V with the def2-TZVPD basis set

Output
* HOMO-LUMO gap (alpha / beta): 9.3 / 7.3 eV
* LUMO level (alpha / beta): 0.56 / 0.29 eV
* net charge: 0

XYZ file:
```
15
C4H9NS (ωB97M-V with the def2-TZVPD basis set)
C -2.6566 -0.1373 0.1980
C 1.0974 0.4133 1.0791
C 0.7820 0.3769 -1.4248
C 0.4507 -0.1720 -0.0962
N -1.9733 0.8351 0.0648
S -0.0402 -1.8826 -0.1029
H -3.6728 -0.0367 0.5167
H -2.3543 -1.1413 -0.0709
H 0.9756 -0.2490 1.9825
H 0.8653 1.5369 1.1126
H 2.2192 0.2509 0.8179
H 0.2267 -0.1956 -2.2753
H 0.5951 1.4207 -1.5936
H 1.7700 0.2511 -1.6202
H -0.3662 -1.8467 1.1628
```

***

Entry ii
Molecular formula: C4H9NS
Method: DFT, ωB97M-V with the def2-TZVPD basis set

Output
* HOMO-LUMO gap: 9.4 eV
* LUMO level: 0.93 eV
* net charge: 0

XYZ file:
```
15
C4H9NS (ωB97M-V with the def2-TZVPD basis set)
N 0.6219 -0.4927 2.3516
C 0.6457 -0.3214 0.8979
C -0.7051 -0.2729 0.2604
C -0.5247 -0.0731 -1.3075
C 0.7656 0.6938 -1.6559
S 1.6755 1.0256 -0.0007
H 1.4023 0.0557 2.7166
H -0.1699 -0.0421 2.6506
H 1.2075 -1.2849 0.5461
H -1.3433 -1.2167 0.4411
H -1.2273 0.5602 0.6725
H -0.6104 -1.0477 -1.6956
H -1.4080 0.4501 -1.6184
H 1.4553 0.2504 -2.5071
H 0.5170 1.6630 -1.8920
```

***

It turns out entry ii is the most stable, with the second structure 3.131 eV higher.

***

Entry i
Molecular formula: C4H9NS
Method: DFT, ωB97M-V with the def2-TZVPD basis set

Output
* HOMO-LUMO gap: 9.3 eV
* LUMO level: 0.84 eV
* net charge: 0

XYZ file:
```
15
C4H9NS (ωB97M-V with the def2-TZVPD basis set)
C 1.4394 1.6116 -1.4483
C 0.0814 2.0573 -0.9457
C -0.4849 1.5099 0.4160
N -0.8946 0.1152 0.3594
C 0.0004 -0.8720 0.6827
S -0.1851 -2.4534 0.5819
H 1.6134 2.0517 -2.4221
H 2.1682 1.8817 -0.7077
H 1.5846 0.5117 -1.5150
H -0.5952 2.0337 -1.7672
H 0.1582 3.0961 -0.7122
H -1.2981 2.1826 0.6498
H 0.2464 1.4754 1.2352
H -1.7964 -0.2589 0.1886
H 0.9259 -0.3667 0.9951
```

***

Entry ii
Molecular formula: C4H9NS
Method: DFT, ωB97M-V with the def2-TZVPD basis set

Output
* HOMO-LUMO gap: 8.3 eV
* LUMO level: -0.64 eV
* net charge: 0

XYZ file:
```
15
C4H9NS (ωB97M-V with the def2-TZVPD basis set)
C 0.6796 0.6559 0.1432
C -0.3566 0.6249 -0.9658
C 0.1885 -0.6265 -0.4324
C -1.7310 1.1561 -0.5107
N 2.2824 -1.0976 1.4656
S 2.0009 -2.5050 1.5714
H 1.6648 1.1814 -0.0098
H 0.2116 0.9400 1.1069
H -0.0710 0.7728 -2.0115
H -0.4162 -1.2042 0.2082
H -2.1934 0.4808 0.1173
H -2.2565 1.3249 -1.4207
H -1.5494 2.2250 -0.1432
H 0.9060 -1.2351 -1.0132
H 0.6401 -2.6934 1.8945
```

***

It turns out entry i is the most stable, with the second structure 4.006 eV higher.

***

Entry i
Molecular formula: C4H9NS
Method: DFT, ωB97M-V with the def2-TZVPD basis set

Output
* HOMO-LUMO gap: 8.6 eV
* LUMO level: -0.19 eV
* net charge: 0

XYZ file:
```
15
C4H9NS (ωB97M-V with the def2-TZVPD basis set)
C 0.4051 1.4577 0.0664
N 0.4427 0.0145 -0.3375
C 1.6300 -0.7732 0.0796
C -0.7677 -0.6606 0.1222
C -2.0174 -0.2250 -0.5726
S -3.4598 -0.0090 0.1370
H 1.2186 1.9721 -0.4528
H 0.5163 1.5663 1.1612
H -0.5256 1.8877 -0.2236
H 1.7149 -0.8080 1.1710
H 2.5531 -0.3374 -0.3294
H 1.5735 -1.7826 -0.2817
H -0.6135 -1.7012 -0.1684
H -0.8955 -0.6484 1.2332
H -1.7746 0.0471 -1.6045
```

***

Entry ii
Molecular formula: C4H9NS
Method: DFT, ωB97M-V with the def2-TZVPD basis set

Output
* HOMO-LUMO gap: 8.6 eV
* LUMO level: 0.69 eV
* net charge: 0

XYZ file:
```
15
C4H9NS (ωB97M-V with the def2-TZVPD basis set)
C -0.6220 1.7083 0.3714
C -0.2390 0.4027 0.0483
C 1.4944 0.0771 0.0435
C 1.6874 -1.3564 -0.3311
S -1.2284 -0.9530 -0.3155
N -2.6460 -0.0338 -0.4627
H -1.5457 2.2568 0.4373
H 0.2330 2.3383 0.5049
H 1.7707 0.3056 1.0802
H 1.8689 0.8813 -0.5072
H 0.9838 -1.8732 0.3902
H 2.6974 -1.7287 0.0645
H 1.5488 -1.7275 -1.3405
H -3.4229 -0.7006 -0.4087
H -2.5804 0.4030 0.4253
```

***

It turns out entry i is the most stable, with the second structure 1.093 eV higher.

***

Entry i
Molecular formula: C5H8O2
Method: DFT, ωB97M-V with the def2-TZVPD basis set

Output
* HOMO-LUMO gap: 9.6 eV
* LUMO level: 0.40 eV
* net charge: 0

XYZ file:
```
15
C5H8O2 (ωB97M-V with the def2-TZVPD basis set)
O 3.4673 -0.0685 -0.0548
C 2.4815 -0.1108 -0.9182
C -0.2047 -0.1637 0.6514
C -0.8575 0.9312 -0.2323
C -2.0555 -0.0041 -0.5438
C -1.4504 -1.0202 0.4285
O -1.8162 -2.0796 0.8590
H 3.8256 -0.9662 0.0377
H 0.6728 -0.6396 0.1935
H 2.1450 0.9546 -0.9397
H 0.0216 0.0881 1.6920
H -1.1381 1.8304 0.3216
H -0.2701 1.2245 -1.1062
H -2.0961 -0.3772 -1.5725
H -3.0501 0.3542 -0.2610
```

***

Entry ii
Molecular formula: C5H8O2
Method: DFT, ωB97M-V with the def2-TZVPD basis set

Output
* HOMO-LUMO gap: 10.5 eV
* LUMO level: 0.83 eV
* net charge: 0

XYZ file:
```
15
C5H8O2 (ωB97M-V with the def2-TZVPD basis set)
O -1.6115 -2.2473 -0.3061
C -1.2943 -1.1284 -0.0162
C -1.9832 0.3503 -0.1459
C -0.5642 0.8212 -0.4256
C 0.0961 -0.2913 0.3555
C 1.6031 -0.4470 0.0427
O 2.3522 0.5440 0.7593
H -2.7329 0.6749 -0.8920
H -2.3465 0.6756 0.8395
H -0.1820 1.7586 -0.0460
H -0.3603 0.6971 -1.4990
H 0.0196 -0.0349 1.4268
H 1.9462 -1.4463 0.3164
H 1.7623 -0.2812 -1.0340
H 3.2953 0.3549 0.6246
```

***

It turns out entry ii is the most stable, with the second structure 2.159 eV higher.

***

Entry i
Molecular formula: C5H8O2
Method: DFT, ωB97M-V with the def2-TZVPD basis set

Output
* HOMO-LUMO gap: 9.4 eV
* LUMO level: -0.43 eV
* net charge: 0

XYZ file:
```
15
C5H8O2 (ωB97M-V with the def2-TZVPD basis set)
C 1.0303 -1.4308 1.5509
C 0.0485 -0.3438 1.1238
C 0.1961 0.0054 -0.3520
C -0.6385 1.1832 -0.7785
O -1.2297 1.9333 -0.0319
C -0.7414 1.4538 -2.2860
O -0.3220 0.6955 -3.1255
H 0.9051 -2.3370 0.9461
H 0.8845 -1.7040 2.6007
H 2.0665 -1.0917 1.4336
H 0.1920 0.5613 1.7239
H -0.9819 -0.6691 1.3120
H 1.2414 0.2527 -0.5962
H -0.0463 -0.8446 -1.0030
H -1.2548 2.4043 -2.5295
```

***

Entry ii
Molecular formula: C5H8O2
Method: DFT, ωB97M-V with the def2-TZVPD basis set

Output
* HOMO-LUMO gap: 10.2 eV
* LUMO level: 0.70 eV
* net charge: 0

XYZ file:
```
15
C5H8O2 (ωB97M-V with the def2-TZVPD basis set)
O -2.9173 -0.9021 0.7003
C -1.8189 -0.5251 0.3928
C -1.2749 0.7911 -0.1703
C 0.0330 0.0043 -0.5160
C 1.4231 0.5962 -0.2331
O 2.1697 -0.2208 0.6481
C -0.4566 -1.2038 0.3158
H -1.1966 1.5604 0.6107
H -1.8432 1.2116 -1.0085
H -0.0257 -0.2669 -1.5743
H 1.2955 1.6076 0.1762
H 1.9551 0.6729 -1.1883
H 3.0632 0.1434 0.7366
H 0.0329 -1.2915 1.2913
H -0.4393 -2.1772 -0.1812
```

***

Entry iii
Molecular formula: C5H8O2
Method: DFT, ωB97M-V with the def2-TZVPD basis set

Output
* HOMO-LUMO gap: 10.1 eV
* LUMO level: 1.05 eV
* net charge: 0

XYZ file:
```
15
C5H8O2 (ωB97M-V with the def2-TZVPD basis set)
C 1.5498 -0.3204 0.0044
C 1.0804 0.9936 -0.6299
O -0.2826 1.0525 -1.0133
C -1.1574 0.0877 -0.5226
C -1.6245 -0.0103 0.9041
C -0.6840 -1.0387 0.3280
O 0.6030 -0.9258 0.8597
H 1.8879 -1.0330 -0.7593
H 2.4003 -0.0904 0.6528
H 1.2882 1.8379 0.0396
H 1.6692 1.1597 -1.5409
H -1.9155 -0.1395 -1.2675
H -1.1267 0.6099 1.6439
H -2.6665 -0.2493 1.0977
H -1.0121 -2.0568 0.1111
```

***

It turns out entry i is the most stable, with the second structure 0.603 eV higher.